Record 1
Molecular formula: C23H15Br2F3NO4S
Method: DFT, ωB97M-V/def2-TZVPD

The geometry in XYZ format:
```
49
Properties=species:S:1:pos:R:3:forces:R:3
C 4.879 -4.109 -0.242 -0.3 0.7 -0.2
O 4.378 -2.815 -0.659 0.1 -0.5 0.4
C 3.202 -2.380 -0.135 -0.8 0.0 0.3
C 2.433 -3.141 0.780 0.7 0.3 -0.6
C 1.198 -2.672 1.189 -0.4 0.7 -0.3
C 0.674 -1.435 0.716 1.9 -0.7 -0.3
C -0.637 -0.991 1.042 -2.1 -0.7 0.5
C -1.752 -1.820 1.196 1.1 0.9 -0.2
C -2.988 -1.279 1.709 -1.1 0.0 0.1
C -4.127 -2.019 1.801 1.1 -0.3 -0.5
Br -5.725 -1.280 2.456 0.0 0.0 0.0
C -4.188 -3.443 1.334 -0.9 -0.4 0.1
O -5.215 -4.122 1.384 1.3 0.8 -0.1
C -2.898 -3.962 0.791 0.5 1.3 0.4
Br -2.898 -5.723 0.124 0.0 0.0 0.0
C -1.766 -3.196 0.763 -0.7 -1.2 -0.1
C 1.520 -0.634 -0.111 -0.8 -0.4 0.4
C 2.730 -1.109 -0.559 0.6 -0.8 0.1
H 5.809 -4.217 -0.798 -0.1 -0.1 0.1
H 5.077 -4.130 0.840 -0.1 0.1 -0.3
H 4.181 -4.916 -0.507 0.1 0.3 0.0
H 2.801 -4.106 1.134 -0.2 0.4 0.0
H 0.621 -3.267 1.897 0.1 0.2 -0.2
H -0.801 0.081 1.142 -0.1 -0.1 0.0
H -3.009 -0.241 2.033 0.1 -0.1 -0.1
H -0.859 -3.651 0.375 -0.2 0.2 -0.1
H 1.155 0.343 -0.432 0.1 -0.2 0.0
H 3.342 -0.545 -1.258 -0.1 0.0 0.2
F -5.148 2.176 -0.498 0.5 0.0 -0.6
C -4.060 2.258 -1.287 0.2 -0.1 0.0
F -3.803 1.033 -1.812 -0.4 0.9 0.3
F -4.306 3.123 -2.299 0.0 -0.7 0.7
S -2.618 2.847 -0.239 1.3 0.1 -1.6
C -1.358 2.849 -1.427 -0.8 -0.1 0.0
C -0.073 3.333 -1.151 -0.3 -0.1 0.1
C 0.946 3.353 -2.164 0.1 0.1 0.3
C 2.221 3.802 -1.875 -0.3 -0.1 -0.2
C 2.539 4.258 -0.586 0.4 0.1 0.0
C 3.855 4.735 -0.274 1.5 0.6 0.5
N 4.918 5.132 0.019 -1.8 -0.7 -0.6
C 1.550 4.257 0.408 -0.4 0.0 0.2
C 0.270 3.815 0.149 0.5 0.1 -0.1
O -2.998 4.177 0.189 -0.2 -0.6 0.4
O -2.410 1.806 0.754 -0.5 0.4 0.2
H -1.653 2.546 -2.427 -0.1 0.0 0.3
H 0.682 3.006 -3.167 0.2 0.1 0.3
H 2.993 3.812 -2.647 -0.2 0.0 0.2
H 1.811 4.620 1.401 -0.1 -0.1 -0.2
H -0.497 3.840 0.927 0.4 0.0 -0.2
```
Positions in Å, forces in eV/Å.

The value obtained for the calculated total energy is -7086.991431 hartree. Its net charge is -1. As for the LUMO energy: 0.809 eV. As for the HOMO-LUMO gap: 4.83 eV. The value obtained for the HOMO energy is -4.0 eV.

Record 2
Molecular formula: CH2NO3S
Method: DFT, ωB97M-V/def2-TZVPD

The geometry in XYZ format:
```
8
Properties=species:S:1:pos:R:3:forces:R:3
C 1.051 0.712 -0.349 -0.7 4.4 -0.8
N 2.123 0.386 0.362 1.3 -0.4 2.1
O -2.156 -0.818 -0.922 -0.3 0.0 -1.0
O -1.810 -2.020 1.204 0.0 -0.6 0.3
O 0.893 0.747 1.066 1.2 -0.4 -0.9
S -1.563 -0.794 0.425 0.0 0.5 0.7
H 0.997 1.712 -0.907 0.3 -0.8 0.9
H 0.467 0.075 -0.879 -1.8 -2.8 -1.3
```
Positions in Å, forces in eV/Å.

The value obtained for the calculated total energy is -717.851421 hartree. Its net charge is -1. As for the LUMO energy (alpha / beta): 4.174 / 3.007 eV. As for the HOMO-LUMO gap (alpha / beta): 9.24 / 4.40 eV. The value obtained for the HOMO energy (alpha / beta) is -5.1 / -1.4 eV.

Q: Among the records above, which one has the lowest calculated total energy?
A: C23H15Br2F3NO4S